Record 1
15
Properties=species:S:1:pos:R:3:lowdin_charge:R:1 method="wB97M-V/def2-TZVPD" multiplicity=1 molar_mass_g_mol=141.01 lumo_energy_ev=4.343 total_charge=-1 total_energy_ev=-72375.4789
C -1.90569 -0.56344 -0.06864 -0.418
P -0.47814 0.49292 0.59837 0.530
C 0.38013 -0.61143 1.86399 -0.416
As 1.00042 0.87214 -1.18308 0.046
H -2.80364 -0.22510 0.44895 -0.016
H -1.98962 -0.47514 -1.15588 -0.005
H -1.70835 -1.61397 0.18611 0.000
H 0.27501 -0.11769 2.83279 -0.016
H 1.44568 -0.73403 1.63011 -0.016
H -0.11985 -1.58769 1.90729 0.000
H -0.21340 1.56352 -1.93542 -0.130
H 0.59903 -0.52230 -1.86347 -0.133
H 2.14727 0.14740 -0.34265 -0.138
H 1.41298 2.24513 -0.51994 -0.141
H 1.95818 1.12967 -2.39853 -0.145

***

Record 2
16
Properties=species:S:1:pos:R:3:lowdin_charge:R:1 method="wB97M-V/def2-TZVPD" multiplicity=1 molar_mass_g_mol=96.11 lumo_energy_ev=4.216 total_charge=-1 total_energy_ev=-9869.6627
C 0.75060 0.58279 -1.59244 -0.161
N 1.32259 -0.43358 -0.71891 -0.128
C 1.13008 -0.12402 0.69083 -0.489
O -0.14989 0.11467 1.06952 -0.330
H -0.25376 0.86162 -1.28102 0.056
H 0.75878 0.22423 -2.62707 0.062
H 1.38075 1.47812 -1.55348 0.065
H 0.84483 -1.30946 -0.88050 0.068
H 1.78960 0.72903 0.97666 0.092
H 1.57185 -0.98967 1.25500 0.091
H -2.42197 1.84097 0.19598 -0.003
H -1.38961 1.21761 1.12866 -0.020
O -2.10693 1.91846 1.10196 -0.140
H -0.97784 -1.22137 0.72557 -0.008
H -0.96333 -2.74171 1.09567 -0.003
O -1.28574 -2.14770 0.41357 -0.153

***

Record 3
16
Properties=species:S:1:pos:R:3:lowdin_charge:R:1 method="wB97M-V/def2-TZVPD" multiplicity=1 molar_mass_g_mol=127.12 lumo_energy_ev=3.751 total_charge=-1 total_energy_ev=-12373.3380
C -1.06964 -0.11829 -1.13469 -0.406
C -2.04117 -0.04613 1.57577 -0.506
C 0.61800 -1.53137 0.17748 -0.115
C 0.85835 0.88331 0.10571 -0.285
C -0.12070 -0.23075 -0.19036 -0.412
N -2.01288 -0.14089 -1.83506 0.045
N 1.18012 1.70380 -1.10406 -0.026
O -2.34059 -1.12695 1.81127 0.168
O -1.88650 1.09369 1.71978 0.139
H 0.64680 -1.72786 1.26621 0.066
H 1.53744 -1.60731 -0.36888 0.047
H -0.08953 -2.27132 -0.18654 0.058
H 1.72281 0.61376 0.60872 0.059
H 0.34044 1.74802 0.81342 0.119
H 2.07440 1.35784 -1.42004 0.032
H 0.58264 1.40046 -1.83873 0.018

***

Record 4
12
Properties=species:S:1:pos:R:3:lowdin_charge:R:1 method="wB97M-V/def2-TZVPD" multiplicity=1 molar_mass_g_mol=103.08 smiles="C[C@@H](N[O-])C(=O)[O-]" lumo_energy_ev=7.259 total_charge=-2 total_energy_ev=-10820.2397
C 1.06306 0.73477 1.86201 -0.714
C 0.50753 -0.36641 -0.53667 -0.168
C -0.15486 0.45174 0.61546 -0.291
N -1.21893 -0.54480 1.05411 -0.267
O 2.20578 0.31878 1.64617 -0.115
O -2.48374 -0.35528 0.37799 -0.562
O 0.67989 1.40400 2.82300 -0.120
H -0.34592 -0.93332 -1.08292 0.074
H 0.96513 0.40790 -1.19870 0.040
H 1.29358 -0.97957 -0.22279 0.007
H -0.55879 1.43326 0.18559 0.104
H -1.40828 -0.31633 1.98291 0.014